ORCA calculation (the ωB97M-V functional and the def2-TZVPD basis) on 4 unconnected molecules or ions with the total composition C39H73BF9O15P4 in a non-equilibrium geometry.

ORCA input file:
```
! wB97M-V def2-TZVPD RIJCOSX def2/J DEFGRID3
* xyz -1 1
C -4.7464 -3.8095 6.0461
C -3.7632 -2.7502 5.2713
C -4.4191 -1.2527 4.9249
C -2.3659 -2.9988 4.8233
C -1.8924 -4.2856 3.9042
C -0.9354 -3.7455 2.6864
C -1.7379 -2.9571 1.4914
C -3.3900 -3.1012 1.5830
C -1.2902 -1.3513 1.6322
C -1.9949 -0.3890 0.5098
B -0.9152 0.6242 -0.2803
C -0.1705 1.6443 0.7650
P -1.2339 2.2912 2.2090
O -1.1328 1.3711 3.5296
O -0.4852 3.8272 2.7007
O -2.8814 2.6809 1.8203
C 0.2348 -0.4192 -0.9153
C -0.1501 -1.9353 -1.5076
C 1.0113 -2.9846 -2.0945
C 2.6051 -2.5844 -2.1240
C 3.0123 -1.0766 -1.5814
C 1.8526 -0.0492 -1.0073
C -1.7868 1.3416 -1.4749
F -2.1125 0.3157 -2.5368
F -3.1441 1.8293 -1.0227
C -1.0439 2.5695 -2.2597
F -1.4694 2.4495 -3.7061
F 0.4480 2.4735 -2.2983
C -1.5549 4.0816 -1.8061
F -2.9120 4.4258 -2.3755
F -1.5953 4.2945 -0.3430
C -0.5460 5.2730 -2.4070
F 0.7322 5.3754 -1.6669
F -0.4078 5.1928 -3.8844
F -1.2819 6.5654 -2.1396
H -5.8612 -3.6925 5.6843
H -4.7242 -3.4986 7.1984
H -4.3793 -4.9363 5.9337
H -5.1966 -1.4371 4.0398
H -4.9117 -0.7483 5.8661
H -3.5341 -0.6102 4.4575
H -1.5263 -2.2118 5.0930
H -1.1965 -4.9661 4.5940
H -2.7750 -4.9820 3.5609
H -0.4523 -4.7102 2.1864
H -0.0524 -3.0843 3.0929
H -1.4210 -3.4333 0.4712
H -3.8485 -2.4860 2.4733
H -3.6591 -4.2571 1.6719
H -3.8492 -2.7563 0.5424
H -1.7336 -1.0224 2.6909
H -0.1278 -1.2387 1.7266
H -2.8602 0.1916 1.0425
H -2.5195 -1.0239 -0.3548
H 0.7569 1.0916 1.2766
H 0.3125 2.6072 0.2505
H 0.4195 3.8882 2.2291
H -3.0154 3.6692 1.6998
H -1.2492 -2.3381 -1.5422
H 0.6511 -4.0506 -2.4908
H 3.3569 -3.3921 -2.5193
H 4.1520 -0.7748 -1.5913
H 2.2047 1.0072 -0.5968
O 4.2797 6.6535 1.6094
P 2.9252 7.3997 1.6888
O 3.3611 8.5734 0.6045
C 3.2781 8.2346 -0.7708
C 1.8368 8.0922 -1.2276
O 3.3534 8.1793 3.0980
C 4.3482 7.6733 3.9714
C 5.6989 8.2931 3.6558
O 1.4119 8.2333 1.7776
C 1.1297 9.2997 2.6749
C 1.8769 10.5845 2.3564
H 3.8374 7.3134 -0.9622
H 3.7596 9.0394 -1.3342
H 1.3548 7.2391 -0.7401
H 1.7857 7.9382 -2.3086
H 1.2556 8.9832 -0.9684
H 4.3828 6.5759 3.9459
H 4.0601 7.9480 4.9913
H 5.9687 8.1814 2.6025
H 6.4868 7.8438 4.2660
H 5.6756 9.3715 3.8543
H 1.2835 8.9805 3.7125
H 0.0577 9.5010 2.5832
H 2.9594 10.4670 2.4260
H 1.5824 11.3759 3.0517
H 1.6584 10.9130 1.3341
O -1.9673 0.0270 -10.6611
P -2.2814 -0.1828 -9.1595
O -3.5700 0.8579 -9.1508
C -4.8008 0.3540 -9.6450
C -5.3988 -0.6823 -8.7098
O -1.0888 0.8803 -8.6857
C 0.0184 1.1941 -9.5128
C -0.2609 2.4486 -10.3229
O -2.6323 -0.4172 -7.4817
C -2.1037 0.3782 -6.4281
C -2.6491 1.7966 -6.3964
H -4.6572 -0.0651 -10.6458
H -5.4873 1.2013 -9.7343
H -4.7718 -1.5783 -8.6671
H -6.3945 -0.9813 -9.0475
H -5.4728 -0.2910 -7.6898
H 0.2944 0.3444 -10.1516
H 0.8762 1.3772 -8.8575
H -1.1969 2.3787 -10.8831
H 0.5515 2.6476 -11.0269
H -0.3653 3.3134 -9.6566
H -1.0076 0.3587 -6.4440
H -2.3948 -0.1164 -5.4960
H -2.4001 2.3606 -7.2966
H -2.2406 2.3400 -5.5394
H -3.7422 1.7867 -6.3201
O 1.3149 -6.9772 3.4232
P 2.6677 -7.2466 4.1267
O 3.0632 -8.5305 3.1579
C 3.6030 -8.2249 1.8818
C 5.0010 -7.6416 1.9890
O 1.9384 -8.0791 5.3723
C 0.5751 -7.8928 5.7119
C -0.2939 -8.9225 5.0100
O 4.1792 -7.5475 4.9126
C 4.3566 -8.4392 6.0060
C 4.1996 -9.9048 5.6350
H 2.9370 -7.5382 1.3500
H 3.6419 -9.1585 1.3126
H 4.9801 -6.6646 2.4816
H 5.4446 -7.5123 0.9983
H 5.6499 -8.2907 2.5862
H 0.2471 -6.8658 5.5024
H 0.4848 -8.0294 6.7944
H -0.1283 -8.9353 3.9297
H -1.3538 -8.7314 5.1970
H -0.0518 -9.9298 5.3700
H 3.7086 -8.1547 6.8435
H 5.3812 -8.2885 6.3604
H 3.1984 -10.1388 5.2697
H 4.3929 -10.5383 6.5055
H 4.9001 -10.1768 4.8375
*
```

Summary:
HOMO level, eV: -5.442

---

ORCA calculation (the ωB97M-V functional and the def2-TZVPD basis) on a molecular structure, C30H35Br2Cl5IrN9OS.

ORCA input file:
```
! wB97M-V def2-TZVPD RIJCOSX def2/J DEFGRID3
* xyz 3 2
Ir 0.2027 0.4782 0.1379
Br -4.8110 0.6243 1.1714
C -3.4126 0.6280 2.3907
C -3.6531 0.6844 3.7507
C -2.6072 0.6676 4.6673
Br -3.0059 0.7393 6.4665
C -1.2348 0.5889 4.2279
C -0.1221 0.5196 5.0837
C 1.1326 0.4161 4.5352
C 1.2805 0.4030 3.1461
N 0.2494 0.4873 2.3169
C -0.9921 0.5629 2.8518
C -2.0748 0.5705 1.8929
O -1.8204 0.5093 0.6532
H -4.6721 0.7357 4.1104
H -0.2569 0.5366 6.1568
H 2.0101 0.3478 5.1626
H 2.2628 0.3277 2.6998
N -1.1618 -2.8080 -3.0929
C -1.4927 -3.8832 -2.0876
C -2.9514 -3.7183 -1.6746
C -3.1585 -2.4626 -0.8262
N -2.8659 -1.2768 -1.6520
C -2.2796 -2.5253 0.4238
C -0.7884 -2.8383 0.2471
N 0.2202 -1.6794 0.2395
C -0.5491 -3.8655 -0.8828
H -1.6277 -2.9927 -3.9822
H -0.1569 -2.7335 -3.2673
H -1.5546 -1.9074 -2.6960
H -1.3477 -4.8310 -2.6048
H -3.2481 -4.6025 -1.1080
H -3.5967 -3.6937 -2.5573
H -4.1945 -2.4524 -0.4746
H -2.8174 -0.4361 -1.0848
H -3.6280 -1.1248 -2.3087
H -2.6828 -3.3454 1.0239
H -2.4140 -1.6336 1.0291
H -0.5038 -3.3696 1.1548
H 0.9087 -1.8840 -0.4840
H 0.7586 -1.8234 1.0885
H -0.6957 -4.8468 -0.4252
H 0.4955 -3.8610 -1.2047
C 5.8327 -2.5055 1.3811
C 4.8402 -2.3208 0.2350
C 4.0528 -1.0557 0.3285
N 2.7903 -0.9637 0.1330
N 2.2938 0.3304 0.2049
C 3.2310 1.1873 0.6100
N 3.0856 2.4478 1.0360
S 4.7962 0.4676 0.7116
H 6.3671 -3.4451 1.2601
H 5.3277 -2.5253 2.3472
H 6.5810 -1.7112 1.3989
H 4.1225 -3.1408 0.1931
H 5.3705 -2.3135 -0.7214
H 2.2177 2.9357 0.9198
H 3.9068 2.9971 1.2322
C -1.1299 5.6964 1.2097
C -0.4196 4.6378 0.4439
C 0.3450 4.6931 -0.6967
C 0.7097 3.3741 -1.0067
N 0.2157 2.5462 -0.0766
N -0.4395 3.3384 0.8217
C 1.5465 2.9626 -2.1702
H -0.9956 6.6582 0.7222
H -0.7470 5.7725 2.2276
H -2.2002 5.4897 1.2577
H 0.6054 5.5750 -1.2575
H -1.1407 2.9249 1.4132
H 2.2878 3.7344 -2.3721
H 0.9241 2.8681 -3.0620
H 2.0504 2.0124 -2.0134
Cl 1.9104 -1.2584 -2.4438
C 0.6648 -0.1236 -2.9196
C -0.1060 0.5417 -1.9580
C -1.0971 1.3689 -2.5383
Cl -2.2753 2.2311 -1.5869
C -1.2536 1.5587 -3.9169
Cl -2.4597 2.5995 -4.5435
C -0.4223 0.8935 -4.8167
Cl -0.5855 1.1228 -6.4977
C 0.5335 0.0249 -4.3059
Cl 1.5198 -0.8593 -5.3980
*
```

Summary:
HOMO level (spin up / spin down), eV: -15.682 / -15.687
Energy relative to the best compared isomer or geometry (same formula, charge and spin), kJ/mol: 0.0

---

ORCA calculation (the ωB97M-V functional and the def2-TZVPD basis) on a gas-phase ion, C5H10N (charge +1) in a non-equilibrium geometry.

ORCA input file:
```
! wB97M-V def2-TZVPD RIJCOSX def2/J DEFGRID3
* xyz 1 1
C 1.3576 -0.1997 -1.5284
C -0.0336 -0.3034 -0.9928
C -0.3457 -1.1562 0.2687
C -1.7019 -0.6157 0.7051
C -0.4560 0.3555 0.3595
N 0.2174 1.3097 1.2106
H 2.0178 -0.9117 -0.8742
H 1.5144 0.8556 -1.4654
H 1.2992 -0.5548 -2.5683
H -0.7730 -0.3420 -1.9036
H 0.1598 -1.9614 0.8509
H -2.4032 -0.6376 -0.0217
H -2.1097 -0.7132 1.6815
H 0.1239 1.0790 2.1511
H -0.0182 2.2990 1.1104
H 1.1513 1.4971 1.0166
*
```

Summary:
HOMO level, eV: -14.120
Energy relative to the best compared isomer or geometry (same formula, charge and spin), kJ/mol: 323.6
SMILES string: C[C@H]1[C@@H]2C[C@]12[NH3+]

---

ORCA calculation (the ωB97M-V functional and the def2-TZVPD basis) on a single C17H22N2 molecule.

ORCA input file:
```
! wB97M-V def2-TZVPD RIJCOSX def2/J DEFGRID3
* xyz 0 1
C -4.0610 -2.8333 -1.3109
C -4.4614 -2.1194 -0.0181
C -3.5426 -0.9617 0.2489
C -3.8274 0.3034 -0.2474
C -2.9588 1.3592 -0.0408
C -1.7764 1.1809 0.6675
C -0.7880 2.3103 0.8248
N 0.1647 2.4428 -0.2751
C -0.4595 2.8676 -1.5098
C 1.0110 1.2811 -0.4770
C 2.0407 1.1103 0.6486
C 2.9754 -0.0125 0.3131
C 2.5749 -1.3420 0.4351
C 3.4616 -2.3435 0.0837
C 4.7206 -1.9894 -0.3774
C 5.0242 -0.6403 -0.4629
N 4.1799 0.3200 -0.1305
C -1.4989 -0.0833 1.1745
C -2.3675 -1.1387 0.9670
H -4.7253 -3.6723 -1.5053
H -4.1124 -2.1469 -2.1533
H -3.0419 -3.2069 -1.2370
H -4.4164 -2.8273 0.8123
H -5.4898 -1.7632 -0.1076
H -4.7433 0.4647 -0.7989
H -3.2087 2.3379 -0.4252
H -1.3203 3.2628 0.8981
H -0.2134 2.1768 1.7442
H 0.3208 3.1302 -2.2241
H -1.1017 2.0979 -1.9638
H -1.0598 3.7558 -1.3175
H 1.5622 1.4381 -1.4079
H 0.4258 0.3519 -0.5899
H 1.5386 0.8947 1.5923
H 2.6074 2.0350 0.7483
H 1.5872 -1.5812 0.8002
H 3.1786 -3.3833 0.1687
H 5.4438 -2.7384 -0.6603
H 5.9920 -0.3055 -0.8144
H -0.5994 -0.2408 1.7535
H -2.1331 -2.1135 1.3725
*
```

Summary:
HOMO level, eV: -8.399
Energy relative to the best compared isomer or geometry (same formula, charge and spin), kJ/mol: 107.2
SMILES string: CCc1ccc(CN(C)CCc2ccccn2)cc1

---

ORCA calculation (the ωB97M-V functional and the def2-TZVPD basis) on a molecular structure, C31H33BCoFN8O5Si in a non-equilibrium geometry.

ORCA input file:
```
! wB97M-V def2-TZVPD RIJCOSX def2/J DEFGRID3
* xyz -1 2
Co -1.2860 0.5751 -0.2061
C 0.0811 3.8545 -2.4553
C 0.2428 2.9238 -1.4189
N -0.8196 2.1400 -1.3437
N -1.6785 2.5279 -2.3099
C -1.1590 3.5645 -2.9884
B -3.0750 1.8774 -2.3951
N -2.8987 0.3702 -2.6818
C -3.5717 -0.4429 -3.5131
C -3.1337 -1.7358 -3.2948
C -2.1726 -1.6101 -2.2796
N -2.0352 -0.3389 -1.9326
N -3.7235 2.0218 -0.9980
C -4.8947 2.5742 -0.6427
C -5.0276 2.4566 0.7267
C -3.8557 1.8055 1.1386
N -3.0785 1.5610 0.0923
H 0.7670 4.6257 -2.7641
H 1.0611 2.7716 -0.7344
H -1.7047 4.0161 -3.8024
H -3.7603 2.3975 -3.2406
H -4.3125 -0.0494 -4.1921
H -3.4714 -2.6357 -3.7821
H -1.5786 -2.3677 -1.7872
H -5.5486 2.9996 -1.3873
H -5.8448 2.7922 1.3422
H -3.5537 1.5137 2.1346
F -0.0304 -2.5420 6.7879
C -0.6973 -1.5422 6.1911
C -0.4462 -1.2141 4.9245
N -1.0661 -0.1653 4.2856
C -0.8949 -0.0378 2.8352
C -1.5901 -1.1682 2.0656
O -1.7697 -2.2333 2.6514
O -1.8662 -0.9000 0.8532
C -2.0983 0.5141 4.8980
O -2.7574 1.3833 4.3583
N -2.3150 0.1572 6.2161
C -1.7034 -0.8514 6.9638
O -2.0244 -1.0658 8.1137
H 0.2928 -1.7539 4.3488
H 0.1668 -0.0829 2.6091
H -1.2715 0.9275 2.5201
H -3.0700 0.6463 6.6722
C 3.0251 -0.7913 2.1326
C 3.3709 -0.0795 0.8141
C 4.6167 -0.7358 0.2068
C 3.6720 1.3874 1.1564
Si 1.8781 -0.2741 -0.3543
O 0.5769 0.4245 0.2548
C 2.2333 0.3907 -2.1003
C 1.4726 -0.1236 -3.1604
C 1.5286 0.4239 -4.4366
C 2.3579 1.5085 -4.6926
C 3.1259 2.0378 -3.6637
C 3.0582 1.4855 -2.3887
C 1.6520 -2.1385 -0.6100
C 0.7911 -2.8410 0.2400
C 0.6062 -4.2131 0.1263
C 1.2894 -4.9211 -0.8548
C 2.1442 -4.2484 -1.7206
C 2.3186 -2.8741 -1.5982
H 3.8892 -0.7616 2.8101
H 2.7564 -1.8401 1.9770
H 2.1909 -0.2937 2.6348
H 5.4717 -0.6274 0.8884
H 4.8903 -0.2770 -0.7496
H 4.4612 -1.8041 0.0337
H 4.4014 1.4363 1.9769
H 2.7684 1.9146 1.4789
H 4.1048 1.9325 0.3159
H 0.8033 -0.9607 -2.9784
H 0.9178 0.0072 -5.2301
H 2.4008 1.9423 -5.6851
H 3.7692 2.8909 -3.8492
H 3.6626 1.9291 -1.6066
H 0.2406 -2.2985 0.9940
H -0.0827 -4.7186 0.7929
H 1.1556 -5.9923 -0.9478
H 2.6694 -4.7930 -2.4969
H 2.9854 -2.3636 -2.2886
*
```

Summary:
HOMO level (spin up / spin down), eV: -5.978 / -5.897
Energy relative to the best compared isomer or geometry (same formula, charge and spin), kJ/mol: 0.0

---

DFT total energy list, top to bottom, in eV: -134610.011, -263486.512, -6826.848, -20966.273, -103748.985